Record 1
Density functional theory data (ωB97M-V/def2-TZVPD) for a molecular structure, C5H7NO.

Geometry (Å):
O: -1.72265 -1.20698 -0.72700
C: -0.52564 -1.19265 0.02564
C: 0.73512 -0.46386 -0.53202
C: 0.29925 0.78452 -1.28846
C: 0.81470 1.50037 -0.04926
N: 0.94474 0.26656 0.77326
C: -0.46994 -0.11914 1.12750
H: -1.54801 -0.87201 -1.61760
H: -0.30011 -2.21198 0.36781
H: 1.56184 -1.03884 -0.97491
H: -1.16727 0.65399 0.80102
H: 1.80212 1.90253 -0.35481
H: 0.24101 2.32369 0.39920
H: -0.64520 -0.38548 2.17009

Summary:
2S+1   1
LUMO level   -0.67 eV
M   97.12 g/mol
Total charge   0
Relative energy (zero: lowest compared OMol25 entry of this formula, charge and spin)   144.0 kcal per mole
E_tot   -324.4949 hartree

Record 2
Density functional theory data (ωB97M-V/def2-TZVPD) for C5H7NO in the gas phase in a non-equilibrium geometry.

Geometry (Å):
O: 1.30639 2.23153 -0.78174
C: 0.72352 1.28490 -0.31849
C: 1.43280 -0.09074 0.23389
C: 0.55229 -1.27279 -0.09496
C: -0.75995 -1.13432 -0.23900
C: -1.48972 0.15564 -0.00331
N: -0.67331 1.38582 -0.04796
H: 1.76472 -0.24379 1.29749
H: 2.37061 -0.15242 -0.31242
H: 1.00277 -2.25859 -0.22776
H: -1.36734 -1.98016 -0.54920
H: -1.93879 0.15637 0.99527
H: -2.33584 0.21728 -0.70140
H: -0.46191 1.62069 0.92112

Summary:
2S+1   1
SMILES   O=C1CC=CCN1
LUMO level   0.73 eV
M   97.12 g/mol
Total charge   0
Relative energy (zero: lowest compared OMol25 entry of this formula, charge and spin)   37.4 kcal per mole
E_tot   -324.6648 hartree

Record 3
Density functional theory data (ωB97M-V/def2-TZVPD) for 2 unconnected molecules or ions with the total composition C5H7NO in a non-equilibrium geometry.

Geometry (Å):
C: 0.26623 -0.15756 2.25312
C: 0.30717 -0.46318 0.90248
C: -0.76955 0.24143 1.37846
C: 0.12814 -0.95689 -1.50897
C: 1.09871 -0.89677 -0.26871
N: -0.65605 2.33876 0.32737
O: -1.83309 2.78952 0.23185
H: 0.72639 -0.41789 3.13273
H: 0.40044 -1.38803 -2.50397
H: -0.23344 0.01411 -1.43483
H: -0.62254 -1.72596 -1.22302
H: 1.82432 -0.16331 -0.63492
H: 1.59585 -1.86604 0.04115
H: -2.23257 2.65181 -0.69275

Summary:
2S+1   1
LUMO level (spin up / spin down)   0.48 / 0.46 eV
M   97.12 g/mol
Total charge   0
Relative energy (zero: lowest compared OMol25 entry of this formula, charge and spin)   216.2 kcal per mole
E_tot   -324.3800 hartree

Record 4
Density functional theory data (ωB97M-V/def2-TZVPD) for C5H7NO in the gas phase.

Geometry (Å):
C: -1.86817 0.65340 -0.34456
C: -0.44996 0.26163 -0.09381
C: 0.54378 1.06122 0.28950
N: 1.76246 0.36541 0.42867
C: 1.58078 -0.98279 0.14471
O: 2.42996 -1.83958 0.21424
C: 0.10207 -1.13670 -0.22302
H: -2.18223 0.42644 -1.36946
H: -2.00694 1.72574 -0.17200
H: -2.54281 0.11305 0.33028
H: 0.52897 2.13862 0.42208
H: 2.45651 0.62904 1.11071
H: -0.34596 -1.84530 0.48573
H: -0.00846 -1.57020 -1.22308

Summary:
2S+1   1
SMILES   CC1=CNC(=O)C1
LUMO level   0.84 eV
M   97.12 g/mol
Total charge   0
Relative energy (zero: lowest compared OMol25 entry of this formula, charge and spin)   1.5 kcal per mole
E_tot   -324.7221 hartree

Record 5
Density functional theory data (ωB97M-V/def2-TZVPD) for a molecular structure, C5H7NO.

Geometry (Å):
N: 2.23712 -0.20068 -0.85377
C: 1.40278 0.01832 0.17947
O: 0.79551 -1.12251 0.63170
C: -0.12613 -0.70414 -0.46904
C: -1.49308 -0.48408 0.16980
C: -0.98035 0.85770 0.75064
C: 0.27775 0.86011 -0.13077
H: 2.74684 -1.06586 -0.66254
H: 1.14816 -0.72024 -1.39468
H: -1.81356 -1.24892 0.88121
H: -2.25925 -0.33065 -0.59480
H: -0.74625 0.80078 1.81505
H: -1.62575 1.71852 0.56693
H: 0.43621 1.62163 -0.88919

Summary:
2S+1   1
LUMO level   0.48 eV
M   97.12 g/mol
Total charge   0
Relative energy (zero: lowest compared OMol25 entry of this formula, charge and spin)   138.5 kcal per mole
E_tot   -324.5037 hartree

Record 6
Density functional theory data (ωB97M-V/def2-TZVPD) for C5H7NO in the gas phase.

Geometry (Å):
C: 1.78990 0.58210 -0.01434
C: 0.34375 0.42887 0.45595
C: -0.71346 0.47705 -0.66137
C: -1.60764 -0.70478 -0.36140
O: -2.63342 -1.06807 -0.87011
C: 0.14277 -0.86849 1.24124
N: -0.96476 -1.38887 0.71894
H: 2.47731 0.43174 0.82280
H: 1.96310 1.57766 -0.43611
H: 2.03230 -0.15785 -0.78590
H: 0.14375 1.22008 1.19382
H: -1.30965 1.39254 -0.69699
H: -0.28008 0.32971 -1.65795
H: -1.38387 -2.25170 1.05142

Summary:
2S+1   1
LUMO level   0.54 eV
M   97.12 g/mol
Total charge   0
Relative energy (zero: lowest compared OMol25 entry of this formula, charge and spin)   35.7 kcal per mole
E_tot   -324.6676 hartree

Record 7
Density functional theory data (ωB97M-V/def2-TZVPD) for C5H7NO in the gas phase.

Geometry (Å):
C: -2.27547 -1.01392 0.42523
N: -1.54499 -0.02814 -0.11748
C: -0.23116 0.08409 -0.19491
C: 0.95887 -0.11312 0.72276
C: 1.85778 -0.06725 -0.53335
C: 0.82515 1.09013 -0.60280
O: 1.11104 1.36521 0.82674
H: -3.33543 -0.87546 0.56143
H: -1.74319 -1.85486 0.84120
H: -2.07958 0.66723 -0.63505
H: 1.05735 -0.68257 1.64906
H: 1.75563 -0.88921 -1.25077
H: 2.89221 0.24278 -0.35675
H: 0.79889 1.93909 -1.29145

Summary:
2S+1   1
LUMO level (spin up / spin down)   0.88 / 0.91 eV
M   97.12 g/mol
Total charge   0
Relative energy (zero: lowest compared OMol25 entry of this formula, charge and spin)   140.0 kcal per mole
E_tot   -324.5013 hartree

Record 8
Density functional theory data (ωB97M-V/def2-TZVPD) for a molecular structure, C5H7NO.

Geometry (Å):
C: -1.85193 0.06033 0.02312
C: -0.36337 -0.10053 0.02827
N: 0.26199 -1.00019 1.01597
C: 0.62426 0.36533 1.01973
C: 1.73948 0.59555 -0.81802
C: 0.47795 -0.00584 -1.22632
O: 0.16786 -0.35870 -2.34683
H: -2.13022 1.05004 -0.35144
H: -2.25592 -0.07333 1.03007
H: -2.29413 -0.68902 -0.64020
H: 0.95207 -1.64331 0.64065
H: 0.48925 0.99499 1.89682
H: 2.60150 -0.07885 -0.73386
H: 1.58120 0.88352 0.46204

Summary:
2S+1   1
LUMO level   -0.14 eV
M   97.12 g/mol
Total charge   0
Relative energy (zero: lowest compared OMol25 entry of this formula, charge and spin)   125.8 kcal per mole
E_tot   -324.5239 hartree

Record 9
Density functional theory data (ωB97M-V/def2-TZVPD) for C5H7NO in the gas phase.

Geometry (Å):
C: 0.84445 1.48459 -0.95659
C: 0.38492 0.44912 0.01110
O: 0.89142 0.53426 1.27695
C: 0.31415 -0.44752 2.00755
C: -0.56599 -1.15177 1.25938
C: -0.51929 -0.56865 -0.05304
N: -1.33181 -0.96718 -1.13939
H: 0.95094 1.07381 -1.96644
H: 0.15351 2.33454 -1.00819
H: 1.81877 1.87251 -0.64693
H: 0.62933 -0.50840 3.03805
H: -1.20379 -1.96316 1.58525
H: -1.03794 -1.85972 -1.52229
H: -1.32867 -0.28242 -1.88541

Summary:
2S+1   1
SMILES   Cc1occc1N
LUMO level   0.99 eV
M   97.12 g/mol
Total charge   0
Relative energy (zero: lowest compared OMol25 entry of this formula, charge and spin)   17.4 kcal per mole
E_tot   -324.6967 hartree

Record 10
Density functional theory data (ωB97M-V/def2-TZVPD) for 2 unconnected molecules or ions with the total composition C5H7NO.

Geometry (Å):
C: 0.37530 0.74300 -1.85079
C: 0.28662 0.02467 -0.53998
C: 0.87960 0.25240 0.63280
C: 0.46220 -0.86532 1.55398
O: 0.86741 -1.09414 2.66034
N: -0.49353 -1.71391 0.84999
C: -0.55464 -1.20917 -0.32058
H: -0.59371 0.72694 -2.36758
H: 1.10994 0.24474 -2.50091
H: 0.69003 1.78217 -1.70155
H: 1.55021 1.05000 0.92796
H: -1.17958 -1.64972 -1.09783
H: -1.87555 0.55454 2.00513
H: -1.52432 1.15379 1.74900

Summary:
2S+1   1
SMILES   CC1=CC(=O)N=C1.[H][H]
LUMO level   -0.89 eV
M   97.12 g/mol
Total charge   0
Relative energy (zero: lowest compared OMol25 entry of this formula, charge and spin)   47.7 kcal per mole
E_tot   -324.6484 hartree

Record 11
Density functional theory data (ωB97M-V/def2-TZVPD) for C5H7NO in the gas phase in a non-equilibrium geometry.

Geometry (Å):
C: 1.11099 -1.42807 1.02793
C: 0.77110 -0.22786 0.07940
C: 0.60007 -1.71829 -0.11653
C: -1.44340 0.67783 -0.69395
C: -0.45371 0.66997 0.46080
N: 2.02496 1.53681 -0.54368
O: 1.96045 0.32478 -0.46870
H: 1.55242 -1.80349 1.96283
H: -2.11197 1.50877 -0.64627
H: -2.24385 -0.11755 -0.76632
H: -0.77589 0.77875 -1.58800
H: -0.89164 0.58119 1.51013
H: -0.12748 1.68747 0.43127
H: 0.02794 -2.47031 -0.64891

Summary:
2S+1   1
LUMO level (spin up / spin down)   0.65 / 0.66 eV
M   97.12 g/mol
Total charge   0
Relative energy (zero: lowest compared OMol25 entry of this formula, charge and spin)   176.8 kcal per mole
E_tot   -324.4427 hartree

Record 12
Density functional theory data (ωB97M-V/def2-TZVPD) for C5H7NO in the gas phase in a non-equilibrium geometry.

Geometry (Å):
C: -0.91464 -1.20601 0.28577
C: -0.58360 0.28866 0.15831
C: -1.63112 0.96504 -0.62184
N: -2.44242 1.48576 -1.26152
C: 0.78556 0.55587 -0.50633
C: 1.92465 0.18572 0.42701
O: 2.13547 0.77076 1.46191
H: -1.90326 -1.34823 0.73223
H: -0.17952 -1.71239 0.92001
H: -0.91544 -1.68524 -0.69883
H: -0.56847 0.74715 1.15527
H: 0.86127 -0.00195 -1.44609
H: 0.86719 1.62405 -0.73824
H: 2.56432 -0.66919 0.13236

Summary:
2S+1   1
SMILES   C[C@H](C#N)CC=O
LUMO level   0.49 eV
M   97.12 g/mol
Total charge   0
Relative energy (zero: lowest compared OMol25 entry of this formula, charge and spin)   18.9 kcal per mole
E_tot   -324.6943 hartree

Record 13
Density functional theory data (ωB97M-V/def2-TZVPD) for C5H7NO in the gas phase.

Geometry (Å):
C: 1.21321 -0.69093 1.05590
C: -0.04902 -0.29467 0.29696
C: -1.16147 0.19558 1.18141
O: -2.10212 0.84540 0.78127
C: -0.40168 -0.98890 -1.00181
C: -0.08848 0.26218 -1.09527
N: 0.13732 1.41884 -1.78794
H: 1.04962 -1.64734 1.56973
H: 1.50385 0.04443 1.81596
H: 2.05401 -0.82501 0.36990
H: -1.05812 -0.03541 2.26584
H: -0.68128 -1.94080 -1.41977
H: -0.21383 2.23621 -1.30370
H: -0.20598 1.38598 -2.74009

Summary:
2S+1   1
SMILES   C[C@]1(C=O)C=C1N
LUMO level   0.89 eV
M   97.12 g/mol
Total charge   0
Relative energy (zero: lowest compared OMol25 entry of this formula, charge and spin)   61.7 kcal per mole
E_tot   -324.6262 hartree

Record 14
Density functional theory data (ωB97M-V/def2-TZVPD) for 2 unconnected molecules or ions with the total composition C5H7NO in a non-equilibrium geometry.

Geometry (Å):
C: 2.48577 1.40659 -0.10212
C: 1.88325 0.40314 -0.40627
C: 1.06606 -0.70590 -0.76847
C: -0.25762 -0.69048 -0.49637
N: -0.90348 0.43384 -0.03042
C: -2.23680 0.48185 0.31999
O: -2.94914 -0.48923 0.42216
H: 3.05556 2.27359 0.15069
H: 1.48590 -1.55986 -1.28219
H: -0.89794 -1.55901 -0.63057
H: -0.34532 1.27809 -0.02164
H: -2.59161 1.51691 0.47962
H: -0.22655 -1.41224 1.37766
H: 0.43193 -1.37730 0.98793

Summary:
2S+1   1
SMILES   C#C/C=C\NC=O.[H][H]
LUMO level   0.48 eV
M   97.12 g/mol
Total charge   0
Relative energy (zero: lowest compared OMol25 entry of this formula, charge and spin)   95.6 kcal per mole
E_tot   -324.5721 hartree

Record 15
Density functional theory data (ωB97M-V/def2-TZVPD) for C5H7NO in the gas phase.

Geometry (Å):
O: 1.18770 -1.16754 -1.41044
C: 0.10166 -1.33317 -0.82670
N: 0.11789 -1.10973 0.65995
C: 0.89145 -0.15270 1.09206
C: -0.14867 1.81451 0.31341
C: -0.77434 1.05175 -0.59958
C: -1.06088 -0.02248 -1.21764
H: -0.52768 -2.23580 -0.98569
H: -0.72806 -1.33312 1.17436
H: 1.76289 0.04526 0.47611
H: 0.84393 0.15740 2.12931
H: -0.67362 2.13439 1.21290
H: 0.72346 2.39984 0.02864
H: -1.71573 -0.24861 -2.04669

Summary:
2S+1   1
LUMO level   0.47 eV
M   97.12 g/mol
Total charge   0
Relative energy (zero: lowest compared OMol25 entry of this formula, charge and spin)   103.0 kcal per mole
E_tot   -324.5604 hartree

Record 16
Density functional theory data (ωB97M-V/def2-TZVPD) for C5H7NO in the gas phase.

Geometry (Å):
H: 2.14394 -2.17073 -0.79827
N: 1.65784 -1.74159 -0.01508
C: 0.56783 -1.14592 -0.13377
C: -0.92429 -0.70295 -0.85023
C: -0.81563 0.68851 -0.30386
C: 0.26513 1.51796 -0.99452
O: 1.08836 0.62210 -1.69417
C: -0.41903 -0.44465 0.58047
H: -1.89036 -1.17441 -1.04340
H: -1.70753 1.20732 0.05704
H: -0.18711 2.22378 -1.70471
H: 0.86571 2.07790 -0.27107
H: 0.43739 -0.08043 -1.93420
H: -0.89920 -0.79782 1.47233

Summary:
2S+1   1
SMILES   [H]/N=C1\[C@@H]2[C@H](CO)[C@H]12
LUMO level   0.93 eV
M   97.12 g/mol
Total charge   0
Relative energy (zero: lowest compared OMol25 entry of this formula, charge and spin)   101.2 kcal per mole
E_tot   -324.5633 hartree

Record 17
Density functional theory data (ωB97M-V/def2-TZVPD) for C5H7NO in the gas phase in a non-equilibrium geometry.

Geometry (Å):
O: -1.24480 -0.57885 -2.02259
C: -0.64925 -0.04827 -1.11801
C: -1.22721 0.55617 0.17039
C: -0.31890 0.45526 1.37127
C: 0.89713 -0.05326 1.19335
C: 1.11758 -0.58897 -0.18054
N: 0.74257 0.38224 -1.21195
H: -2.24901 0.24038 0.39661
H: -1.25778 1.59367 -0.18575
H: -0.70931 0.68916 2.35712
H: 1.59492 -0.26556 1.99498
H: 0.16000 -1.31670 -0.28232
H: 2.04877 -1.12534 -0.37051
H: 1.09528 0.06008 -2.11205

Summary:
2S+1   1
SMILES   O=C1CC=CCN1
LUMO level   0.92 eV
M   97.12 g/mol
Total charge   0
Relative energy (zero: lowest compared OMol25 entry of this formula, charge and spin)   46.9 kcal per mole
E_tot   -324.6498 hartree